Below is C15H31Br24N3O9P2Si2 as an isolated structure in a non-equilibrium geometry, with properties calculated with wB97M-V/def2-TZVPD.

**Net charge**: 0
**ΔE to the lowest compared entry with this formula, charge and spin**: 117.3 kcal per mole
**HOMO level**: -0.334 hartree
**Strongest force on any atom**: 8.647 eV/Å
**Multiplicity**: 1

The geometry in XYZ format:
```
86
Properties=species:S:1:pos:R:3:forces:R:3:lowdin_charge:R:1
N -1.145676 -1.900116 3.396770 -0.03 1.06 -0.34 0.06
C -0.806342 -0.583639 4.053645 0.62 0.25 1.92 -0.61
N -0.298721 -0.939440 5.467413 -0.51 0.11 -0.75 0.02
N -2.034046 0.314083 4.309772 0.42 -0.98 -2.01 0.04
C 0.397062 0.270071 3.348121 -1.08 0.47 0.33 -0.29
Si 0.335779 0.237399 1.383766 1.99 0.17 2.16 0.40
C 1.292374 -1.349058 0.869097 0.71 -1.93 -0.45 -0.27
C 2.642249 -1.666280 1.753727 1.02 -0.14 -0.30 -0.24
C 2.450892 -2.794375 2.926549 1.08 0.59 -0.39 -0.10
C 1.966422 -4.270329 2.402671 -3.83 -4.21 3.86 -0.27
O 1.301698 -5.075218 3.270373 4.10 5.24 -5.52 -0.05
O 2.173462 -4.786232 1.039773 -2.11 1.90 2.44 -0.03
O 1.055821 1.754968 0.880437 -0.29 -2.79 -2.57 -0.54
Si 1.662222 1.725917 -0.761024 1.84 1.04 2.61 0.58
C 3.435908 0.896615 -0.924575 1.23 1.39 0.52 -0.23
O 3.627988 0.242046 -2.250733 -0.15 5.10 1.55 -0.26
O 3.700090 -1.035933 -1.975521 -1.84 -5.95 -0.43 -0.10
P 0.284917 0.929288 -2.273198 -5.98 1.40 -5.63 0.63
O -1.029286 1.836887 -2.497051 5.04 -3.49 1.27 -0.42
O 1.151222 1.036206 -3.821407 -1.51 -2.61 2.70 -0.28
O -0.134690 -0.750229 -2.087720 -0.52 2.44 -0.77 -0.36
P -1.775600 0.294039 0.713722 -3.20 5.22 -1.17 0.67
O -2.089381 1.833255 0.349033 1.23 -4.46 1.08 -0.54
H -1.902845 -1.825998 2.683724 1.17 -0.11 0.75 0.05
H -0.309507 -2.420470 3.053373 -1.14 0.73 0.39 0.05
H -0.554230 -1.922791 5.705229 -0.09 1.43 -0.25 -0.05
H -0.692628 -0.250255 6.163662 0.44 -1.30 -1.22 0.08
H -1.917357 1.241718 3.833451 -0.38 -1.35 0.36 0.08
H -2.914156 -0.173279 3.968909 1.47 1.00 0.59 0.08
H 0.249911 1.413286 3.625239 -0.07 -3.01 -0.20 -0.01
H 1.474258 -0.059625 3.721626 -2.53 0.65 -0.63 0.07
H 1.599192 -1.416546 -0.257239 -0.77 0.13 2.04 0.06
H 0.556939 -2.270179 1.059074 1.32 1.96 -0.63 0.09
H 3.050182 -0.675061 2.248419 -0.81 -2.01 -0.79 0.11
H 3.521546 -2.042271 1.039222 -2.06 0.81 1.42 0.13
H 3.516320 -2.939582 3.436860 -2.28 0.13 -1.09 0.15
H 1.761190 -2.329632 3.769752 1.10 -1.61 -1.71 0.12
H 1.232180 -5.027951 0.723168 2.07 0.18 0.85 0.10
H 1.895601 3.145757 -1.134690 -0.45 -0.34 -0.10 0.02
H 3.702101 0.208962 -0.016268 -0.42 0.96 -2.03 0.10
H 4.236078 1.782544 -0.904437 -1.78 -1.75 0.02 0.12
H 2.802753 -1.400476 -2.298151 1.81 0.41 0.67 0.10
H 1.095840 0.099683 -4.225795 0.30 1.99 0.64 -0.04
H -1.086339 -0.865693 -2.439820 1.90 0.45 0.54 0.03
H -2.727631 -0.020131 1.787396 0.99 -0.50 -0.89 -0.02
H -2.082066 -0.617906 -0.358065 0.15 0.07 0.70 -0.02
C -3.514426 2.107725 -5.058109 0.25 0.23 0.17 -1.59
Br -3.502780 1.801440 -6.979104 -0.05 0.02 0.39 0.54
Br -4.795218 3.481522 -4.551786 0.33 -0.46 -0.21 0.56
Br -3.790792 0.458617 -4.063863 -0.05 0.29 -0.28 0.55
H -2.521244 2.481347 -4.787889 -0.38 -0.20 -0.01 -0.06
C -0.769961 -4.458120 -2.823520 0.02 -0.09 -0.14 -1.55
Br -1.371848 -4.719033 -0.992175 0.17 0.14 -0.34 0.58
Br -1.932103 -3.242611 -3.801310 0.27 -0.21 0.28 0.59
Br 1.091696 -3.898918 -2.900870 -0.40 -0.20 0.07 0.58
H -0.832570 -5.430907 -3.322309 0.04 0.44 0.23 -0.02
C 2.929370 3.216366 4.786036 0.08 0.32 -0.15 -1.52
Br 4.065202 1.832886 5.547637 -0.27 0.22 -0.13 0.58
Br 2.032982 2.608796 3.170035 1.83 1.73 0.52 0.80
Br 1.670087 3.919060 6.091748 0.27 -0.26 -0.32 0.57
H 3.584682 4.044339 4.496119 -0.27 -0.38 0.21 -0.02
C -2.263623 6.522054 -6.549477 0.11 0.13 0.01 -1.58
Br -1.127792 5.138574 -5.787876 -0.32 0.27 -0.15 0.57
Br -3.160012 5.914485 -8.165478 0.17 0.15 0.38 0.55
Br -3.522907 7.224748 -5.243765 0.32 -0.21 -0.35 0.55
H -1.608311 7.350027 -6.839394 -0.31 -0.40 0.12 -0.02
C 1.818491 -1.154866 -7.714160 -0.03 0.17 -0.35 -1.58
Br 1.320473 -1.718977 -5.920302 0.09 -0.10 -0.34 0.60
Br 1.592491 0.761624 -7.959316 0.07 -0.54 0.15 0.58
Br 3.613943 -1.738003 -8.184014 -0.48 0.16 0.21 0.57
H 1.130076 -1.649265 -8.407470 0.29 0.19 0.38 -0.02
C -2.604149 -4.851893 6.729837 0.01 -0.18 -0.11 -1.59
Br -3.206035 -5.112805 8.561182 0.16 0.12 -0.46 0.56
Br -3.766289 -3.636383 5.752047 0.29 -0.26 0.29 0.54
Br -0.742490 -4.292690 6.652487 -0.47 -0.28 0.09 0.61
H -2.666757 -5.824679 6.231048 0.04 0.46 0.23 -0.02
C 3.450270 1.353495 9.330459 -0.14 -0.02 -0.19 -1.62
Br 3.352385 3.267934 9.661383 0.08 -0.52 -0.02 0.53
Br 5.286852 0.712355 9.327019 -0.45 0.18 0.02 0.54
Br 2.334607 0.347326 10.566331 0.32 0.27 -0.28 0.56
H 3.049796 1.181787 8.325888 0.18 0.10 0.42 -0.07
C -5.785474 3.635673 -9.890268 0.08 -0.01 0.21 -1.62
Br -6.528028 5.414966 -10.148917 0.18 -0.47 0.02 0.54
Br -7.165055 2.328934 -9.473970 0.36 0.35 -0.15 0.55
Br -4.694469 3.079871 -11.401973 -0.29 0.14 0.36 0.55
H -5.122765 3.689163 -9.020223 -0.28 -0.03 -0.33 -0.09
```
Positions in Å, forces in eV/Å.

Below is C15H31Br2O13Zr as an isolated structure in a non-equilibrium geometry, with properties calculated with wB97M-V/def2-TZVPD.

**Net charge**: +3
**HOMO level**: -0.604 hartree
**Strongest force on any atom**: 9.497 eV/Å
**Multiplicity**: 1

The geometry in XYZ format:
```
62
Properties=species:S:1:pos:R:3:forces:R:3:lowdin_charge:R:1
Zr -2.646080 -0.766041 3.191987 7.90 -1.36 -5.09 2.23
C 0.069263 -0.491516 0.974179 0.85 0.74 -0.58 -0.11
O -0.830708 -0.567518 2.051174 -5.36 -0.21 3.50 -0.38
H 1.031734 -0.139616 1.354963 -0.03 -0.17 0.22 0.10
H 0.254891 -1.433727 0.455097 -0.41 -0.24 0.25 0.10
H -0.223582 0.273265 0.249847 -0.42 -0.12 0.02 0.10
Br -2.039153 -2.503846 -4.119647 0.52 -0.03 0.09 0.69
C -0.273507 -3.270864 -3.731164 -0.03 0.11 0.76 -0.67
C 0.571547 -2.277506 -2.965126 0.10 0.50 -0.39 -0.68
Br 2.284373 -3.132232 -2.459976 -0.81 0.44 -0.08 0.76
H 0.232274 -3.537097 -4.653489 -0.34 -0.30 -0.05 0.08
H -0.476718 -4.089729 -3.046209 0.02 -0.43 -0.59 0.04
H 0.050770 -1.917875 -2.078884 0.22 -0.19 0.19 0.02
H 0.786790 -1.412691 -3.591841 0.35 -0.06 0.08 0.07
C -4.833539 -0.415534 -0.672600 0.03 1.13 0.02 0.04
O -4.217244 -1.703980 -0.814882 -0.60 0.46 0.35 0.09
C -3.478904 -2.202197 0.104350 -0.58 -2.15 -2.61 -0.54
O -3.232906 -1.713648 1.232008 0.17 1.51 3.39 -0.11
O -3.050157 -3.356212 -0.344850 0.32 0.66 1.30 0.08
C -2.137015 -4.121313 0.464311 0.25 -0.85 0.33 0.03
H -5.525969 -0.204380 -1.484020 0.30 -0.64 -0.36 0.13
H -4.010539 0.296427 -0.747168 -0.29 0.30 0.28 0.11
H -5.453179 -0.318435 0.219759 0.40 -0.22 0.28 0.11
H -1.355805 -3.473624 0.856750 0.07 -0.13 -0.01 0.09
H -1.731126 -4.921792 -0.150316 0.14 0.45 -0.41 0.12
H -2.643055 -4.688840 1.247789 -0.32 0.52 0.17 0.12
C 6.217154 0.206261 -4.937136 0.82 -0.29 -0.25 0.00
O 4.901055 -0.017506 -4.420240 -0.21 -0.19 0.21 0.03
C 4.705348 0.239377 -3.140594 0.80 0.19 -0.65 -0.60
O 5.528626 0.654675 -2.368009 -0.27 0.10 0.31 0.19
O 3.434033 -0.036296 -2.860938 -0.91 0.37 -0.15 -0.03
C 2.876293 0.525876 -1.680131 0.25 -0.39 0.43 -0.05
H 6.398959 1.268212 -5.089331 -0.13 -0.02 -0.03 0.11
H 6.277195 -0.347822 -5.870230 -0.26 0.24 -0.09 0.10
H 6.999855 -0.200467 -4.296576 -0.25 0.09 0.31 0.11
H 1.859284 0.135722 -1.659693 0.05 -0.16 0.21 0.06
H 2.799328 1.613495 -1.650029 0.35 0.04 -0.50 0.11
H 3.486319 0.202664 -0.835333 -0.27 0.01 0.20 0.10
C -0.666360 7.673322 -1.117013 -1.18 -0.25 -1.63 0.01
O -0.744628 6.401706 -0.446498 0.56 0.09 0.79 0.03
C -1.425982 5.419867 -0.987758 -0.18 0.74 -0.31 -0.60
O -2.050857 5.444135 -2.011941 -0.10 -0.42 -0.07 0.16
O -1.331427 4.361999 -0.162843 0.89 -0.37 0.86 0.00
C -2.002231 3.192709 -0.527902 -1.35 0.17 -0.97 -0.08
H -1.143446 7.540468 -2.091130 0.26 0.03 -0.10 0.09
H 0.362934 7.963786 -1.292313 0.06 -0.03 0.54 0.10
H -1.302951 8.416565 -0.643987 0.46 -0.05 0.63 0.11
H -3.071805 3.353087 -0.350219 -0.04 -0.21 -0.04 0.10
H -1.690587 2.321178 0.049574 0.49 0.32 0.26 0.06
H -1.895850 2.986962 -1.595920 0.12 -0.06 0.06 0.10
C -1.131987 -2.505038 7.244563 -0.55 -1.12 -0.95 0.02
O 0.125423 -2.076848 6.720837 0.57 0.66 -0.22 0.07
C 0.271732 -1.420467 5.591286 0.13 -1.61 2.34 -0.57
O -0.673073 -1.149845 4.837133 -2.77 1.01 -2.22 -0.06
O 1.518880 -1.185623 5.411237 -0.25 0.20 -0.17 0.11
C 2.003632 -0.375730 4.348938 1.16 0.60 -0.75 0.02
H -1.163886 -3.591348 7.138720 0.14 0.01 0.04 0.11
H -1.923484 -2.126272 6.596513 -0.19 0.30 0.54 0.07
H -1.236877 -2.303336 8.305560 0.20 0.62 -0.15 0.12
H 2.737810 -0.947621 3.781365 -0.26 -0.30 0.03 0.12
H 2.586093 0.433202 4.788222 -0.33 0.08 0.17 0.12
H 1.243027 0.019472 3.679776 -0.26 -0.14 0.30 0.07
```
Positions in Å, forces in eV/Å.

Below is C15H31BrNO5 as an isolated structure in a non-equilibrium geometry, with properties calculated with wB97M-V/def2-TZVPD.

**Net charge**: -1
**HOMO level**: -0.090 hartree
**Strongest force on any atom**: 8.613 eV/Å
**Multiplicity**: 1

The geometry in XYZ format:
```
53
Properties=species:S:1:pos:R:3:forces:R:3:lowdin_charge:R:1
C -1.995920 -2.611010 2.487945 0.42 -0.01 0.09 -0.11
C -1.290695 -1.683894 1.326848 1.07 -0.67 0.78 -0.24
N -1.468547 -0.235138 1.714196 -0.21 -0.09 -2.37 0.01
C -1.198484 0.726458 0.583050 -0.56 0.77 2.69 -0.39
C -1.419696 2.257566 1.214317 1.36 -0.36 0.16 -0.06
O -0.393291 2.365952 2.303370 -2.45 0.93 -0.59 -0.23
C -0.946141 3.061184 3.476258 -0.06 -0.02 2.39 -0.30
C -1.569314 2.008132 4.616789 4.39 -1.72 0.41 -0.38
O -1.953317 0.485549 -0.651758 -0.05 0.46 2.20 -0.15
C -3.401030 0.385680 -0.429543 -1.23 0.22 -1.61 -0.21
C -3.897735 -1.031192 -1.094647 -0.33 -0.69 -0.63 -0.11
O 0.266218 0.642690 0.305433 -1.36 -1.58 -3.85 -0.01
C 0.529199 0.049588 -1.012833 0.11 -4.99 -2.73 -0.23
O 0.446886 -1.241347 -1.344201 0.25 7.80 2.80 -0.01
C 1.049798 1.074421 -2.220221 -0.98 1.11 1.62 -0.10
C 2.512719 1.699420 -1.833928 0.10 1.28 -0.34 -0.20
C 3.793331 1.029018 -2.599357 0.79 -0.47 0.43 -0.22
C 3.615991 -0.535586 -3.044435 1.35 -0.56 -0.31 -0.19
C 3.934678 -1.622947 -1.817298 0.83 -0.12 -0.90 -0.20
O 3.020019 -2.788356 -1.851451 1.33 0.76 -1.13 -0.27
C 3.337766 -3.702498 -2.958724 0.06 -0.59 0.40 -0.13
H -1.163018 -3.303124 2.968762 -1.93 1.26 -1.07 0.08
H -2.416261 -1.956377 3.377321 0.80 -1.23 -1.93 0.08
H -2.862601 -3.253479 2.032254 1.67 1.14 1.00 0.07
H -0.115937 -1.894157 1.362649 -2.59 0.45 -0.22 0.13
H -1.624118 -1.953677 0.233972 0.38 0.55 2.16 0.10
H -2.360034 -0.045838 2.219957 1.02 -0.10 -0.80 0.10
H -1.117285 3.069451 0.417540 -0.87 -1.67 1.24 0.14
H -2.497807 2.429804 1.635701 1.94 -0.45 -0.80 0.12
H -0.059229 3.616278 4.048925 -1.66 -1.11 -1.62 0.11
H -1.782082 3.854299 3.226849 1.77 -1.66 0.19 0.05
H -1.823958 0.969712 4.107908 0.45 2.19 1.08 0.05
H -0.743028 1.800353 5.447962 -0.78 0.07 -1.84 0.05
H -2.494457 2.455140 5.185240 4.21 -1.95 -0.04 -0.32
H -3.757419 0.572175 0.668258 0.93 -0.64 -2.03 0.13
H -3.902478 1.248833 -1.084550 1.15 -1.75 1.45 0.13
H -3.091040 -1.473987 -1.855039 -1.54 1.27 1.80 0.10
H -4.882318 -0.894942 -1.747506 2.00 -0.09 1.54 0.08
H -4.121097 -1.887651 -0.327314 0.50 1.77 -1.25 0.07
H 0.967807 0.609881 -3.290754 0.32 0.53 2.39 0.12
H 0.274759 1.980594 -2.198889 1.62 -1.96 0.05 0.13
H 2.484724 2.843965 -2.170782 0.10 -2.44 0.77 0.11
H 2.679313 1.746047 -0.652248 -0.53 -0.39 -2.66 0.13
H 4.172606 1.641563 -3.546731 -1.18 -1.17 2.02 0.11
H 4.704153 1.075447 -1.829270 -1.84 -0.15 -1.70 0.11
H 4.468073 -0.748818 -3.853363 -1.87 0.54 1.59 0.11
H 2.606052 -0.799836 -3.572797 1.79 0.62 1.31 0.11
H 3.980505 -1.086336 -0.765022 -0.71 -1.36 -2.09 0.14
H 5.025142 -2.071366 -2.001273 -2.06 1.09 0.40 0.12
H 2.557728 -4.603306 -2.891415 1.81 2.09 -0.10 0.11
H 4.432174 -4.092744 -2.781307 -1.96 0.50 -0.51 0.09
H 3.279522 -3.231096 -4.028065 0.00 -0.62 2.01 0.09
Br -3.790824 3.049502 4.493215 -7.78 3.22 -1.83 -0.03
```
Positions in Å, forces in eV/Å.

Below is C15H31BrP2Ti as an isolated structure in a non-equilibrium geometry, with properties calculated with wB97M-V/def2-TZVPD.

**Net charge**: 0
**ΔE to the lowest compared entry with this formula, charge and spin**: 32.2 kcal per mole
**HOMO level (alpha / beta)**: -0.177 / -0.172 hartree
**Strongest force on any atom**: 4.015 eV/Å
**Multiplicity**: 3

The geometry in XYZ format:
```
50
Properties=species:S:1:pos:R:3:forces:R:3:lowdin_charge:R:1
P -0.944681 1.464089 1.183569 -2.61 1.42 -0.60 0.91
P 0.999921 0.687254 -2.132525 -2.52 -2.64 0.79 0.78
C -0.293729 2.475911 -0.242259 0.58 0.66 -0.16 -0.32
C -0.249898 1.937295 -1.686243 -0.14 0.56 -0.10 -0.29
H 0.704201 2.838699 0.050649 -0.22 -0.11 -0.11 0.08
H -0.943620 3.370166 -0.235020 0.18 -0.30 -0.01 0.09
H -1.242645 1.597261 -2.034836 0.54 -0.02 0.21 0.10
H -0.007454 2.803618 -2.326111 -0.07 -0.13 0.13 0.10
C 2.668360 1.354332 -2.286141 0.58 1.36 -1.07 -0.20
H 3.388325 0.530167 -2.355336 -0.27 0.11 0.03 0.06
H 2.928468 1.980122 -1.424081 -0.05 -0.17 -0.08 0.05
H 2.737318 1.951333 -3.205051 0.35 0.06 0.22 0.04
C 0.553835 0.282976 -3.869088 0.49 0.98 -0.70 -0.20
H 0.844929 1.102628 -4.538435 0.07 -0.04 -0.29 0.04
H -0.529748 0.126299 -3.955913 0.40 0.01 0.33 0.06
H 1.062967 -0.629856 -4.188761 0.00 0.18 0.09 0.05
C -0.592629 2.553237 2.582570 0.27 0.49 -0.14 -0.18
H -0.922588 2.087052 3.518877 0.17 0.16 -0.31 0.06
H -1.168230 3.471323 2.400044 0.36 -0.06 0.28 0.05
H 0.480252 2.779717 2.613723 -0.23 0.03 0.24 0.06
C -2.725254 1.825525 0.933580 -0.20 0.32 0.14 -0.20
H -3.082649 1.472694 -0.043243 0.14 0.08 0.43 0.06
H -2.837638 2.914385 0.979530 -0.10 -0.09 -0.04 0.04
H -3.330785 1.357066 1.720280 0.25 0.09 -0.28 0.07
Ti 2.635923 -3.640658 1.998026 -0.75 -0.35 -1.47 0.45
C 0.212824 -1.155132 -1.607817 -1.69 0.60 -1.67 -0.35
C 1.214824 -0.439152 -0.807161 3.34 -0.04 2.13 -0.40
C 1.340158 -0.023047 0.717257 0.73 0.24 -0.33 -0.21
C 0.533467 -0.684333 1.824899 0.38 0.61 1.37 -0.20
C -1.010071 -0.210826 1.939196 1.93 -3.37 -1.02 -0.43
C -1.931909 -1.015518 1.156886 -0.79 0.63 0.88 -0.25
C -1.979262 -0.850405 -0.298669 0.48 -0.71 -0.54 -0.28
C -1.048862 -1.757997 -1.137256 -0.27 -0.78 -0.26 -0.22
C 0.667160 -4.363384 1.766763 0.15 -0.19 -0.14 -0.31
H 0.644300 -1.770581 -2.410968 0.27 -0.07 0.65 0.09
H 2.180431 -0.960574 -0.995259 -0.05 0.19 0.26 0.10
H 1.289646 1.078003 0.838701 -0.23 -0.42 -0.17 0.05
H 2.407563 -0.133926 0.977274 -0.28 -0.32 -0.13 0.10
H 0.703401 -1.774973 1.841610 -0.80 0.43 -0.31 0.04
H 1.011324 -0.379616 2.779149 0.10 0.12 -0.22 0.10
H -1.255421 -0.111009 3.018419 0.09 -0.13 -0.33 0.11
H -2.384471 -1.889773 1.618678 -0.34 0.43 0.10 0.07
H -1.621390 0.166653 -0.572762 -0.26 -0.26 0.10 0.04
H -2.991655 -0.971476 -0.721861 0.00 0.04 0.20 0.10
H -0.800142 -2.679810 -0.583834 -0.49 0.05 0.18 0.09
H -1.583941 -2.091971 -2.042447 0.00 -0.01 0.18 0.10
H 0.624139 -4.879633 0.791276 -0.11 -0.01 0.13 -0.03
H -0.123299 -3.603640 1.779498 0.07 -0.23 0.01 -0.04
H 0.482961 -5.106660 2.556009 -0.10 0.13 -0.17 -0.02
Br 3.285276 -3.083853 4.114616 0.65 0.47 1.59 -0.02
```
Positions in Å, forces in eV/Å.

| no. | E_tot (a.u.) |
| --- | --- |
| 1 | -64469.37051 |
| 2 | -6762.07639 |
| 3 | -3594.76124 |
| 4 | -4695.96867 |